DFT (wB97M-V/def2-TZVPD) results for a molecular structure, C36H40OsP2 at a distorted geometry.

```
79
Properties=species:S:1:pos:R:3
Os -0.76571 -0.13060 0.80886
C 2.59280 -0.93278 2.32308
C 2.89070 -0.33954 1.15910
C 3.47082 -1.11795 0.03161
C 2.61115 -2.36660 -0.35877
C 1.16194 -2.27881 -0.04016
C 0.45269 -2.41826 1.12471
C 1.07160 -2.92649 2.42142
C 2.52625 -2.40553 2.59419
C -2.44828 0.20382 -0.66597
H 2.64908 -0.32579 3.24278
H 3.03033 0.74343 1.05849
H 4.46615 -1.52472 0.29377
H 3.61267 -0.48495 -0.85420
H 2.67107 -2.45761 -1.46290
H 3.08212 -3.28938 0.02309
H 0.63036 -2.54559 -0.95694
H -0.64549 -2.56777 1.05374
H 1.06497 -4.03564 2.41564
H 0.44120 -2.61156 3.27990
H 2.84341 -2.56543 3.63744
H 3.21398 -3.00430 1.96740
H -3.10491 0.03734 0.22583
H -3.01263 -0.42214 -1.37279
H -2.57299 1.24083 -0.98907
P 0.65763 1.63760 0.60887
P -0.89720 -0.63859 -1.68477
C 1.41319 1.04474 -0.95926
C 0.75059 0.18360 -1.81888
C 0.81290 3.43864 0.39079
C 2.07542 4.01493 0.12808
C 2.22238 5.40666 0.14191
C 1.11710 6.24438 0.36597
C -0.14982 5.67205 0.52194
C -0.30332 4.28251 0.50968
C 0.97769 1.41682 2.44728
C 0.26715 0.27887 3.03029
C -0.40439 0.34843 4.28727
C -0.03166 1.37367 5.15720
C 0.82635 2.39115 4.67131
C 1.25281 2.47439 3.33057
C -1.51628 -0.27883 -3.42085
C -1.36046 1.02713 -3.94248
C -1.91215 1.35561 -5.18652
C -2.56458 0.38590 -5.95799
C -2.70280 -0.90948 -5.45454
C -2.18340 -1.24132 -4.19943
C -1.51422 -2.41430 -1.55844
C -2.56457 -2.75409 -0.68890
C -2.93227 -4.07517 -0.45176
C -2.20874 -5.10096 -1.05058
C -1.19583 -4.79727 -1.96679
C -0.89500 -3.46556 -2.28833
H 2.36536 1.53947 -1.24593
H 1.20561 0.04011 -2.80862
H 2.93634 3.37686 -0.08954
H 3.20892 5.85473 -0.00892
H 1.23289 7.33325 0.41700
H -1.02998 6.30237 0.66681
H -1.29116 3.83201 0.59501
H 0.43289 -0.75718 2.70946
H -1.10530 -0.46509 4.56664
H -0.35787 1.32859 6.21150
H 1.13162 3.17366 5.37481
H 1.78872 3.35752 2.96688
H -0.83959 1.79690 -3.35633
H -1.83194 2.38016 -5.54781
H -2.94508 0.62757 -6.94999
H -3.20496 -1.68467 -6.03521
H -2.32808 -2.25101 -3.81380
H -3.09977 -1.98770 -0.13284
H -3.77489 -4.26352 0.21036
H -2.47035 -6.13227 -0.83093
H -0.65101 -5.60763 -2.46516
H -0.13456 -3.23481 -3.04910
C -1.84074 1.49633 1.56189
H -2.21782 2.16471 0.76534
H -1.43083 2.06733 2.41489
H -2.71817 0.93681 1.95175
```

Kohn-Sham gap (spin up / spin down): 5.116 / 6.320 eV
ΔE to the lowest compared entry with this formula, charge and spin: 5.966 eV
Multiplicity: 5
Charge: +2

Here are the Mulliken charges for atoms 1 to 4, given in e: Os 2.466; C -0.517; C -0.299; C -1.143

---

DFT (wB97M-V/def2-TZVPD) results for a molecular structure, C36H41AsGaIN2O6S at a distorted geometry.

```
89
Properties=species:S:1:pos:R:3
Ga 1.09964 -0.50633 -0.93305
O 1.27610 -4.74149 -2.53685
As 0.21325 -3.46560 -1.95823
O -1.12010 -3.59223 -2.87284
O 0.99557 -2.02476 -2.10825
C -0.13380 -3.90221 -0.10577
C -1.35071 -4.48649 0.21542
C -1.63097 -4.82686 1.52936
C -0.70282 -4.57178 2.52846
C 0.50301 -3.97125 2.20639
C 0.77929 -3.64029 0.89348
S 2.39582 -2.96083 0.53362
O 3.18809 -3.25442 1.71170
O 2.86795 -3.65967 -0.64818
O 2.29223 -1.49510 0.36245
H 2.09376 -4.55643 -2.04555
H -2.06000 -4.66409 -0.58748
H -2.57527 -5.29700 1.77730
H -0.91765 -4.83640 3.55715
H 1.24889 -3.75224 2.95533
C -2.19367 3.84851 1.71994
C -1.73191 2.40209 1.47424
C -2.79695 1.42049 1.96583
C -0.37634 2.20767 2.12364
C -0.32644 2.33116 3.50388
C 0.86479 2.27932 4.19816
C 2.04038 2.15450 3.48232
C 2.04198 2.01327 2.10539
C 3.36290 1.98347 1.37423
C 4.21394 0.76961 1.74464
C 4.14594 3.27682 1.63206
C 0.82003 1.97551 1.40061
N 0.81101 1.64317 0.05408
C 0.14975 2.38864 -0.80880
C -0.22650 1.95608 -2.06610
C -1.03144 2.73229 -2.96453
C -1.35480 2.27129 -4.18178
C -0.66560 1.04036 -4.71688
N -0.07831 0.61851 -2.36456
C -1.42141 0.27021 -5.82642
C -1.62222 1.18470 -7.04240
C -2.77701 -0.22132 -5.31707
C -0.59012 -0.93728 -6.28455
H -3.03380 4.10276 1.07390
H -1.38504 4.55610 1.53285
H -2.51449 3.97268 2.75515
H -1.64141 2.24401 0.39821
H -2.83125 1.36025 3.05333
H -2.58714 0.43062 1.56685
H -3.77753 1.73836 1.61098
H -1.24630 2.46036 4.05925
H 0.87828 2.34210 5.27919
H 2.98304 2.14605 4.01196
H 3.15504 1.92853 0.30495
H 4.50358 0.77683 2.79642
H 5.11828 0.75995 1.13825
H 3.66930 -0.14902 1.54666
H 4.46554 3.34353 2.67231
H 3.53785 4.15073 1.40047
H 5.03368 3.30013 1.00277
H -0.08182 3.42821 -0.54804
H -1.45316 3.65952 -2.59237
H -2.08577 2.77804 -4.79733
H -2.10954 2.11943 -6.77034
H -2.24374 0.68816 -7.79076
H -0.66267 1.42840 -7.49874
H -3.43160 0.62123 -5.09933
H -2.64679 -0.80535 -4.40832
H -3.25711 -0.85155 -6.06683
H 0.43617 -0.63913 -6.49423
H -1.01354 -1.35861 -7.19777
H -0.56710 -1.72522 -5.53468
I 3.17561 0.36620 -2.17865
C -0.35817 0.17006 -3.52770
H -0.32088 -0.90312 -3.65445
H 0.30582 1.34162 -5.15694
C -0.34384 -0.89166 0.43512
C -0.50065 -0.98877 1.64075
C -0.60448 -1.11533 3.04578
C 0.58244 -1.02409 3.78311
C 0.55837 -1.10080 5.15968
C -0.64375 -1.25969 5.83363
C -1.82163 -1.36969 5.11098
C -1.80588 -1.30807 3.73045
H 1.51405 -0.88747 3.25268
H 1.48539 -1.02692 5.71518
H -0.65933 -1.30789 6.91632
H -2.76358 -1.50233 5.63027
H -2.73072 -1.40274 3.17864
```

Kohn-Sham gap: 5.883 eV
ΔE to the lowest compared entry with this formula, charge and spin: 0.312 eV
Charge: -2

Here are the Mulliken charges for atoms 1 to 4, given in e: Ga 0.853; O -0.712; As 0.969; O -0.878

---

DFT (wB97M-V/def2-TZVPD) results for a molecular structure, C36H41B3BeBrCl2FMgN3O22P2V at a distorted geometry.

```
114
Properties=species:S:1:pos:R:3
C -3.95410 -1.35318 2.69032
C -5.08231 -1.25564 1.54836
B -4.62960 -0.35927 0.24286
O -5.60475 -0.10415 -0.80023
C -3.10893 0.25980 0.16016
C -1.91547 -0.60581 -0.31573
C -2.21178 -2.11742 -0.70638
N -2.99996 -2.29753 -1.95961
C -0.49599 0.06377 -0.35383
C 0.74070 -0.84308 -0.87583
F 0.39828 -1.54934 -2.11346
C 1.29327 -1.85894 0.26016
C 2.55809 -2.61658 -0.41883
C -0.31287 1.55646 0.10179
C -1.51806 2.45315 0.59192
C -2.91200 1.76680 0.58444
B -4.24959 2.57377 1.01448
O -4.54598 2.75765 2.43425
C -5.35581 3.18950 -0.01911
C -4.82579 4.48267 -0.83525
C -1.23564 3.94380 1.04161
O -1.86151 4.58992 1.91881
C 0.00227 4.71835 0.34922
C 0.00654 6.28037 0.18706
C 1.25997 6.95488 -0.46560
C 2.48103 6.14919 -0.99816
C 2.44165 4.58728 -0.81391
P 3.93373 3.64209 -1.46109
O 3.51067 2.50339 -2.42147
O 5.01687 4.67955 -2.31886
O 4.86636 2.91177 -0.23389
C 1.24290 3.87318 -0.13660
C 1.12998 2.29173 0.13116
O 2.19837 1.68423 0.39615
H -3.31285 -0.41970 2.81764
H -4.43873 -1.54712 3.72201
H -3.33050 -2.30105 2.47699
H -6.07599 -0.86675 1.98960
H -5.29214 -2.36136 1.19955
H -6.30367 0.43464 -0.33967
H -2.79729 -2.60098 0.17348
H -1.25015 -2.75218 -0.79695
H -2.66000 -3.09127 -2.52621
H -3.07200 -1.43680 -2.51658
H 1.65074 -0.18880 -1.16194
H 1.71644 -1.18708 1.09346
H 0.47487 -2.56782 0.62265
H 2.22970 -3.64593 -0.81225
H 2.90197 -2.00941 -1.34112
H 3.45656 -2.67356 0.29162
H -5.05817 3.60700 2.43405
H -5.75414 2.43262 -0.77981
H -6.27755 3.55606 0.58376
H -5.63338 4.72825 -1.62245
H -4.76991 5.41620 -0.15884
H -3.84484 4.26842 -1.38026
H -0.84949 6.94627 0.55099
H 1.31710 8.09669 -0.57345
H 3.36073 6.69951 -1.46629
H 5.89537 4.62545 -1.86354
H 4.40625 3.02840 0.63435
B -1.34999 -3.39335 -6.42923
O -1.93847 -2.39408 -7.32677
C -2.22877 -1.31755 -6.58362
O -2.72570 -0.31072 -7.01209
C -1.84492 -1.56870 -5.19349
O -1.96762 -0.80697 -4.27095
O -1.32270 -2.79597 -5.08978
O -2.13453 -4.63682 -6.43912
C -1.32695 -5.62846 -6.84200
O -1.66579 -6.77469 -6.95770
C 0.01222 -5.09847 -7.11248
O 0.96125 -5.72255 -7.48580
O 0.02321 -3.75945 -6.87178
O -3.97242 -3.88612 4.51738
H -3.63850 -3.77202 5.41600
H -3.54613 -4.69646 4.21111
C 6.49420 4.72852 2.95733
Cl 6.75054 5.38429 1.34010
Cl 4.84139 4.13635 3.14226
H 7.18717 3.90380 3.12124
H 6.67435 5.51257 3.69149
N -4.03719 -4.91798 -0.76567
C -5.31244 -5.36602 -0.98011
C -5.42000 -6.62230 -0.43188
C -4.16423 -6.94051 0.13917
C -3.33107 -5.86804 -0.08000
H -3.67610 -4.02339 -1.06763
H -6.03144 -4.75555 -1.50478
H -6.30476 -7.24157 -0.44067
H -3.89792 -7.85200 0.65397
H -2.29924 -5.70159 0.19158
N 6.57234 1.57541 4.71880
C 5.86087 2.25573 5.63151
C 6.02526 2.11116 7.00073
C 6.97168 1.20500 7.45678
C 7.71524 0.48340 6.53469
C 7.48157 0.70622 5.18731
H 5.12993 2.94478 5.22414
H 5.42561 2.68982 7.69256
H 7.12696 1.06134 8.52082
H 8.46082 -0.23384 6.85481
H 8.03986 0.17396 4.42339
O 0.47282 2.82992 -4.31154
V -0.94635 2.79713 -3.31169
O -2.37679 2.77189 -2.31967
Be -5.95796 -2.68962 -0.23589
O 6.70142 -0.23953 0.93208
P 6.48163 -1.65182 1.48127
O 5.12319 -1.71662 2.18772
O 7.60597 -1.99934 2.48431
O 6.51270 -2.67319 0.31602
Mg 8.05704 -3.96322 1.19500
Br 1.75925 -3.39480 -5.81502
```

Kohn-Sham gap: 1.344 eV
Charge: 0

Here are the Mulliken charges for atoms 1 to 4, given in e: C -0.843; C -0.192; B -0.173; O -0.687

---

DFT (wB97M-V/def2-TZVPD) results for a molecular structure, C36H41CeN15 at a distorted geometry.

```
93
Properties=species:S:1:pos:R:3
Ce -0.11453 0.26089 0.36218
C 1.52278 3.57418 0.57902
N 0.12722 3.20288 0.30292
C -0.27187 3.64860 -1.04648
C -1.46038 2.87522 -1.51201
N -1.68415 1.62626 -1.14667
C -2.85446 1.26110 -1.79798
C -3.58707 0.07902 -1.73880
C -4.74099 0.01429 -2.48767
C -5.17109 1.09191 -3.27827
C -4.46885 2.27544 -3.33512
C -3.30707 2.33468 -2.57529
N -2.39437 3.35224 -2.36378
C 2.42526 2.57910 -0.08066
N 2.01642 1.41149 -0.54196
C 3.14071 0.84196 -1.13569
C 3.27831 -0.34710 -1.84648
C 4.52740 -0.63760 -2.35325
C 5.61733 0.22956 -2.17053
C 5.49440 1.41374 -1.48076
C 4.23409 1.69774 -0.97306
N 3.73847 2.79711 -0.29816
H 1.69106 3.56806 1.66323
H 1.77130 4.58910 0.22146
H -0.47997 3.66297 0.98925
H 0.56461 3.44833 -1.73127
H -0.47360 4.73442 -1.08848
H -3.27347 -0.74738 -1.11576
H -5.33910 -0.87855 -2.46283
H -6.07818 0.99455 -3.84404
H -4.80830 3.10251 -3.93111
H -2.42115 4.28180 -2.76471
H 2.44894 -1.02868 -1.98331
H 4.67438 -1.54722 -2.90380
H 6.56970 -0.03297 -2.59207
H 6.32583 2.08049 -1.35815
H 4.24731 3.63387 -0.06611
C -0.35958 -2.06183 -4.37858
N -0.99828 -2.80970 -3.31478
C -1.58728 -4.09097 -3.63977
C -0.95860 -2.33040 -2.05171
N -0.41327 -1.19898 -1.69174
N -1.56271 -3.15618 -1.11318
C -1.74854 -2.97058 0.23893
N -2.46987 -3.95320 0.81535
N -1.26159 -1.96311 0.88270
H -0.53533 -2.57727 -5.31942
H 0.71673 -1.99202 -4.21982
H -0.78995 -1.06347 -4.46387
H -1.56763 -4.21316 -4.71945
H -2.63536 -4.13185 -3.33842
H -1.02985 -4.91581 -3.19838
H -0.04541 -0.71167 -2.51947
H -1.95088 -4.01884 -1.48361
H -2.85899 -4.72350 0.29862
H -2.64777 -3.93876 1.80707
H -1.53999 -2.02642 1.87004
C 3.79677 -4.31103 -0.70936
C 2.41789 -4.15015 -0.73770
C 1.83204 -3.11342 -0.02545
C 2.63679 -2.25284 0.71424
C 4.01784 -2.40358 0.74713
C 4.58996 -3.43815 0.03039
N 1.98501 -1.18125 1.42090
N 2.64488 -0.68835 2.41571
C 2.06789 0.36806 3.15021
C 2.61714 0.53990 4.42468
C 2.11614 1.55534 5.21761
C 1.09712 2.35283 4.70610
C 0.60895 2.08604 3.43371
N 1.07453 1.10951 2.64483
H 4.25616 -5.11619 -1.25684
H 1.80665 -4.83539 -1.29868
H 0.75309 -2.97699 -0.01233
H 4.63189 -1.71170 1.30469
H 5.65908 -3.56705 0.04653
H 3.41376 -0.10667 4.74724
H 2.50870 1.72244 6.20698
H 0.67744 3.15941 5.27938
H -0.21194 2.66650 3.03450
N -4.47208 1.93891 5.23112
C -3.67389 1.56640 4.23017
C -3.81606 2.09383 2.93386
C -2.96825 1.68082 1.93470
N -1.97539 0.78765 2.10321
C -1.86204 0.27554 3.34221
C -2.64216 0.62622 4.41610
H -5.22627 2.58980 5.08383
H -4.39020 1.53051 6.14754
H -4.58845 2.80443 2.71510
H -3.08808 2.07742 0.93266
H -1.06275 -0.44842 3.49677
H -2.47488 0.17336 5.37392
```

Kohn-Sham gap (spin up / spin down): 7.211 / 7.214 eV
ΔE to the lowest compared entry with this formula, charge and spin: 0.075 eV
Multiplicity: 2
Charge: +3

Here are the Mulliken charges for atoms 1 to 4, given in e: Ce 0.934; C -1.480; N -0.158; C -0.717

---

DFT (wB97M-V/def2-TZVPD) results for a molecular structure, C36H41Cl3CrNO9PS4 at a distorted geometry.

```
96
Properties=species:S:1:pos:R:3
Cr -1.28801 -1.73367 -0.95079
C 2.82666 1.47879 5.20899
C 2.20347 0.09832 5.14003
C 3.50937 -0.79663 5.17220
O 4.45004 -0.16009 4.29643
C 4.21357 1.27088 4.50314
H 2.91317 1.85928 6.27298
H 2.22892 2.14042 4.61067
H 1.67741 -0.13415 4.26203
H 1.57320 -0.04571 6.04643
H 3.30115 -1.79796 4.84150
H 3.95140 -0.74810 6.13688
H 4.34484 1.76514 3.56919
H 4.97633 1.55812 5.21818
S -2.22606 0.91577 -4.42789
C -1.53645 -0.16026 -3.34654
N -2.02731 -0.20615 -2.16811
C -3.00513 0.81418 -2.06220
C -3.77468 1.13455 -0.93795
C -4.75672 2.05784 -1.11278
C -5.07143 2.72329 -2.31351
C -4.24077 2.55775 -3.38216
C -3.26921 1.55231 -3.25071
H -0.66727 -0.74924 -3.58932
H -3.56290 0.61874 -0.02126
H -5.28964 2.34828 -0.22414
H -5.90654 3.48972 -2.36065
H -4.33494 3.07087 -4.37877
C 4.12114 2.07657 0.21731
C 3.06613 1.09213 0.51788
C 3.53335 -0.33896 0.53328
O 1.92080 1.32782 -0.30062
P 1.44008 0.80665 -1.69674
S 0.20956 2.18249 -2.37459
S 0.97932 -1.14388 -1.66749
O 2.84900 0.73164 -2.50156
C 3.00262 0.80362 -3.94161
C 2.90355 -0.62663 -4.47724
C 4.33322 1.46406 -4.28891
H 4.98564 1.82150 0.78738
H 3.79908 3.04661 0.51910
H 4.34052 2.12194 -0.83863
H 2.73595 1.34672 1.48217
H 3.91548 -0.61981 -0.40065
H 2.70888 -1.00345 0.78679
H 4.31532 -0.43566 1.24645
H 2.19932 1.47483 -4.37408
H 3.49187 -1.27435 -3.81267
H 3.26720 -0.68291 -5.49123
H 1.84321 -0.95606 -4.29323
H 5.16723 0.92333 -3.92044
H 4.37940 2.46640 -3.83815
H 4.32943 1.56199 -5.36105
O -3.15449 -2.20302 -0.61025
H -3.57035 -2.72598 -1.35185
H -3.04966 -2.87503 0.11684
Cl 0.76606 -5.13591 2.33150
C -0.50301 -5.41443 1.07907
Cl -1.59075 -6.64324 1.69955
Cl 0.38037 -6.05241 -0.30802
C -1.27039 -4.12904 0.70303
O -2.41676 -4.04174 1.05596
O -0.61203 -3.31583 0.04066
O -3.62111 -3.44281 -2.88965
C -2.45235 -3.31759 -3.29775
O -1.37939 -3.00140 -2.66649
C -2.17647 -3.57487 -4.81357
C -0.93659 -3.43521 -5.41659
C -0.78770 -3.82871 -6.78255
C -1.82830 -4.42415 -7.46483
C -3.07305 -4.52361 -6.88974
C -3.20544 -4.13323 -5.54440
H -0.05605 -3.00062 -4.93728
H 0.25097 -3.78245 -7.24294
H -1.77362 -4.63223 -8.51974
H -3.90860 -4.90164 -7.40241
H -4.21942 -4.22527 -5.02455
C -1.63320 4.66831 8.26556
C -1.36801 3.77082 7.11326
O -1.28070 2.58880 7.32216
S -1.46068 4.62219 5.53064
C -1.39642 3.33795 4.44127
C -0.19838 2.89085 3.96018
C -0.12473 1.92200 2.99831
C -1.28815 1.34419 2.50448
C -2.50769 1.77503 3.01981
C -2.55613 2.72788 4.03740
C -1.27724 0.35940 1.49143
C -1.27534 -0.44285 0.58885
H -1.07794 5.62263 8.14708
H -1.37701 4.10505 9.14762
H -2.69271 4.97547 8.32569
H 0.67069 3.46238 4.23243
H 0.85903 1.58351 2.68534
H -3.40323 1.34585 2.59196
H -3.47386 3.01208 4.46921
```

Kohn-Sham gap (spin up / spin down): 7.610 / 7.652 eV
ΔE to the lowest compared entry with this formula, charge and spin: 1.262 eV
Multiplicity: 4
Charge: -1

Here are the Mulliken charges for atoms 1 to 4, given in e: Cr 0.949; C 0.326; C -0.327; C -0.651

---

The highest charge belongs to which entry? C36H41CeN15